Below is a cluster of 8 separate species, C35H77BF4N4O7 in total, with properties calculated with ωB97M-V/def2-TZVPD.

Properties
Lowest unoccupied orbital energy, eV: -1.56
Frontier orbital gap, eV: 3.73
2S+1: 1
E_HOMO, eV: -5.291
E_tot, eV: -69378.56959

Cartesian coordinates (Å):
C  1.2996  -3.0037  -2.6063
C  1.9839  -3.1754  -1.2033
C  1.0518  -3.8194  -0.1570
N  1.6364  -3.9723  1.2424
C  2.8496  -4.8672  1.2972
C  1.8825  -2.6958  2.0161
C  1.8381  -3.1664  3.4829
C  0.7356  -4.1996  3.5448
C  0.4269  -4.5613  2.1005
H  1.3315  -3.8920  -3.2372
H  1.7212  -2.1562  -3.1469
H  0.2577  -2.7243  -2.4500
H  2.3667  -2.2864  -0.7021
H  2.8481  -3.8322  -1.3023
H  0.9010  -4.8631  -0.4329
H  0.1577  -3.1969  -0.1231
H  3.5079  -4.4412  0.5400
H  2.5030  -5.8567  0.9993
H  3.4099  -4.9390  2.2294
H  2.8143  -2.2310  1.6938
H  1.1105  -1.9769  1.7415
H  2.8403  -3.4562  3.7984
H  1.5549  -2.3134  4.0996
H  1.1507  -5.0325  4.1124
H  -0.1254  -3.9438  4.1624
H  0.2460  -5.6095  1.8625
H  -0.4677  -3.9830  1.8697
C  -3.8872  2.9927  0.5178
C  -3.7680  2.1666  1.8043
C  -2.2985  2.1280  2.3930
N  -2.2043  1.5992  3.8974
C  -2.6542  2.8055  4.8317
C  -0.7635  1.1514  4.2064
C  -0.8298  -0.0818  5.0971
C  -2.1186  -0.7509  4.6391
C  -3.0661  0.4057  4.3159
H  -3.5231  4.0195  0.5542
H  -4.9517  3.1913  0.3936
H  -3.5143  2.5682  -0.4143
H  -4.1283  1.1742  1.5334
H  -4.3506  2.6390  2.5952
H  -1.8037  3.0986  2.3570
H  -1.7550  1.4342  1.7517
H  -2.3329  2.6970  5.8676
H  -3.7368  2.9321  4.8239
H  -2.2631  3.7630  4.4879
H  -0.0608  1.9150  4.5399
H  -0.2899  0.7196  3.3247
H  -0.8251  0.1914  6.1523
H  -0.0247  -0.8154  5.0541
H  -2.5033  -1.4644  5.3679
H  -1.8963  -1.3602  3.7631
H  -3.6119  0.5952  5.2402
H  -3.8013  0.0560  3.5911
C  5.7320  4.0542  3.9400
C  5.3793  3.8096  2.3888
C  4.3719  2.5829  2.0229
N  4.1057  2.5362  0.4428
C  5.3269  2.1404  -0.4515
C  3.4268  3.9038  -0.0164
C  2.4584  3.4445  -1.0485
C  1.8389  2.2149  -0.4593
C  2.9821  1.4424  0.3153
H  4.8322  4.3836  4.4596
H  6.3662  4.9244  4.1089
H  6.0341  3.1720  4.5045
H  6.3617  3.4643  2.0665
H  5.1508  4.7822  1.9530
H  3.4643  2.8503  2.5640
H  4.7990  1.5849  2.1223
H  4.9809  1.8015  -1.4280
H  5.9317  1.3882  0.0550
H  5.9995  2.9865  -0.5918
H  4.2727  4.5683  -0.1928
H  2.7386  4.2306  0.7632
H  2.8952  3.1534  -2.0038
H  1.8358  4.2565  -1.4243
H  1.3119  1.5503  -1.1440
H  1.1087  2.5352  0.2838
H  3.4397  0.5404  -0.0910
H  2.5850  1.2284  1.3075
C  -0.1931  1.4696  -5.5346
N  -0.8777  0.1708  -5.3025
C  0.2106  -0.9297  -5.5886
C  -1.2582  -0.0123  -3.8967
C  -2.0489  -0.0042  -6.2426
C  -3.2818  0.9340  -6.1895
O  -3.8927  0.5937  -7.3149
H  -0.9146  2.2625  -5.3372
H  0.1079  1.4390  -6.5817
H  0.6690  1.5865  -4.8779
H  0.6333  -0.8636  -6.5911
H  -0.1808  -1.9398  -5.4674
H  1.0628  -0.7118  -4.9450
H  -1.4636  -1.0818  -3.8508
H  -2.0965  0.6670  -3.7421
H  -0.4146  0.1804  -3.2339
H  -2.2966  -1.0649  -6.2029
H  -1.4654  0.0760  -7.1598
H  -2.9919  1.9725  -6.3491
H  -3.9634  0.8344  -5.3448
H  -4.5751  1.2686  -7.3302
B  -0.7259  -0.4082  -0.1167
F  0.6456  -0.5647  -0.3239
F  -1.4428  -1.3207  -0.8217
F  -1.0256  -0.7187  1.1712
F  -1.1275  0.8465  -0.4067
C  -3.4704  -3.0127  2.0561
C  -3.4172  -4.5208  2.5233
O  -3.9118  -4.8263  3.6555
O  -2.7522  -5.2864  1.7954
H  -4.3851  -2.7034  1.5504
H  -2.5776  -2.8915  1.4426
H  -3.4325  -2.3718  2.9369
C  -1.6223  -4.1312  -3.3625
C  -2.7161  -4.3575  -4.3628
O  -3.2993  -5.5068  -4.3325
O  -3.2049  -3.4395  -5.0162
H  -1.2435  -4.9584  -2.7622
H  -1.9952  -3.3053  -2.7568
H  -0.7482  -3.8873  -3.9664
C  -1.3624  4.3105  -1.6496
C  -2.5478  4.6962  -2.6010
O  -2.4537  4.3663  -3.7833
O  -3.4839  5.3355  -2.1618
H  -0.4397  4.7801  -1.9904
H  -1.0389  3.2735  -1.5595
H  -1.5890  4.6505  -0.6391

Here are the Löwdin charges for atoms 1 to 99, given in e:
1 C -0.07
2 C -0.20
3 C -0.10
4 N -0.23
5 C 0.03
6 C -0.10
7 C -0.16
8 C -0.14
9 C -0.04
10 H 0.08
11 H 0.06
12 H 0.04
13 H 0.08
14 H 0.09
15 H 0.15
16 H 0.13
17 H 0.09
18 H 0.12
19 H 0.11
20 H 0.12
21 H 0.12
22 H 0.11
23 H 0.09
24 H 0.12
25 H 0.13
26 H 0.14
27 H 0.11
28 C -0.09
29 C -0.19
30 C -0.06
31 N -0.16
32 C 0.03
33 C -0.11
34 C -0.16
35 C -0.16
36 C -0.08
37 H 0.07
38 H 0.08
39 H 0.08
40 H 0.12
41 H 0.10
42 H 0.12
43 H 0.09
44 H 0.10
45 H 0.10
46 H 0.09
47 H 0.13
48 H 0.11
49 H 0.11
50 H 0.10
51 H 0.14
52 H 0.09
53 H 0.13
54 H 0.13
55 C -0.09
56 C -0.18
57 C -0.06
58 N -0.21
59 C 0.04
60 C -0.07
61 C -0.19
62 C -0.13
63 C -0.06
64 H 0.06
65 H 0.07
66 H 0.07
67 H 0.09
68 H 0.10
69 H 0.12
70 H 0.12
71 H 0.10
72 H 0.10
73 H 0.10
74 H 0.13
75 H 0.14
76 H 0.12
77 H 0.12
78 H 0.11
79 H 0.12
80 H 0.12
81 H 0.11
82 C 0.00
83 N -0.36
84 C 0.03
85 C 0.02
86 C -0.06
87 C -0.27
88 O -0.02
89 H 0.10
90 H 0.11
91 H 0.10
92 H 0.10
93 H 0.10
94 H 0.08
95 H 0.10
96 H 0.13
97 H 0.10
98 H 0.13
99 H 0.13